Record 1
{"formula": "CH4N2OS", "method": "ωB97M-V with the def2-TZVPD basis set", "relative_energy_kcal_mol": 145.1, "lumo_energy_ha": -0.052, "largest_force_ev_per_a": 3.5, "homo_ev": -8.798, "total_energy_ev": -16958.8983, "multiplicity": 1, "homo_lumo_gap_ev": 7.393, "species": ["S", "O", "N", "N", "C", "H", "H", "H", "H"], "coordinates": [[-3.21, 0.79, -0.21], [-1.85, 0.10, 0.26], [0.89, 0.00, 0.60], [-1.51, -1.12, -0.12], [1.48, 0.27, -0.52], [1.31, -0.53, -1.21], [1.07, 0.72, 1.40], [2.40, 0.88, -0.54], [-0.58, -1.13, 0.33]]}

---

Record 2
{"formula": "C48H46Ge2MoNO2", "method": "ωB97M-V with the def2-TZVPD basis set", "total_charge": 4, "lumo_energy_ha": [-0.445, -0.539], "largest_force_ev_per_a": 7.0, "homo_ev": [-17.570, -17.570], "total_energy_ev": -170952.8532, "multiplicity": 2, "homo_lumo_gap_ev": [5.456, 2.902], "s2": 0.768, "species": ["Mo", "Ge", "Ge", "O", "O", "N", "C", "C", "C", "C", "C", "C", "C", "C", "C", "C", "C", "C", "C", "C", "C", "C", "C", "C", "C", "C", "C", "C", "C", "C", "C", "C", "C", "C", "C", "C", "C", "C", "C", "C", "C", "C", "C", "C", "C", "C", "C", "C", "C", "C", "C", "C", "C", "C", "H", "H", "H", "H", "H", "H", "H", "H", "H", "H", "H", "H", "H", "H", "H", "H", "H", "H", "H", "H", "H", "H", "H", "H", "H", "H", "H", "H", "H", "H", "H", "H", "H", "H", "H", "H", "H", "H", "H", "H", "H", "H", "H", "H", "H", "H"], "coordinates": [[0.21, -0.31, -0.48], [1.79, -2.86, 3.68], [0.11, 0.61, 1.79], [1.73, 0.40, -0.65], [-1.21, -1.16, -0.61], [-0.78, 1.33, -1.35], [-4.47, -2.85, -0.57], [2.70, 1.55, -4.00], [-4.67, -3.91, 1.58], [-2.09, 1.23, -1.65], [-3.72, 1.77, 3.21], [-2.67, 2.11, -2.56], [-5.13, -3.72, 0.29], [2.47, 1.16, -5.31], [-2.52, -1.23, -1.04], [-1.59, 0.73, 2.79], [1.21, -0.17, -3.25], [1.27, 1.93, 2.71], [5.67, 2.83, -0.53], [-1.82, -0.15, 3.85], [6.00, 0.62, -1.43], [-2.97, 0.26, -0.89], [0.97, -0.56, -4.56], [4.30, 2.71, -0.70], [1.37, 2.57, -1.31], [1.70, -2.53, 5.63], [-2.56, -1.72, -2.48], [3.26, -2.19, 2.52], [0.50, -4.03, 2.71], [-0.57, 3.24, -2.75], [2.27, 1.58, 3.62], [-3.54, -3.22, 2.02], [6.53, 1.81, -0.95], [0.98, 3.29, 2.50], [-1.89, 3.10, -3.15], [-2.54, 1.70, 2.48], [1.69, 4.26, 3.18], [-3.00, -0.08, 4.57], [2.29, 1.34, -1.52], [3.77, 1.55, -1.26], [-1.54, -2.54, -2.96], [-3.94, 0.89, 4.26], [-2.70, -2.81, -5.05], [-3.65, -1.45, -3.31], [1.62, 0.10, -5.59], [-3.34, -2.16, -0.13], [-3.72, -1.99, -4.58], [4.63, 0.50, -1.60], [2.07, 0.88, -2.96], [2.66, 3.90, 4.10], [-2.88, -2.36, 1.17], [2.96, 2.56, 4.31], [-1.60, -3.06, -4.24], [-0.03, 2.35, -1.83], [-5.17, -4.60, 2.24], [-1.06, -0.89, 4.10], [3.71, 2.28, 5.03], [0.67, -2.45, 5.98], [2.27, -1.64, 5.91], [-3.17, -0.76, 5.40], [0.74, -0.74, -2.40], [7.60, 1.95, -0.90], [3.88, -3.05, 2.26], [2.88, -1.75, 1.59], [1.47, 5.31, 3.01], [-2.00, -1.82, 1.52], [-4.83, 0.98, 4.86], [-2.32, 3.79, -3.86], [-4.45, 2.53, 2.97], [2.95, 1.69, -6.11], [3.15, 4.66, 4.69], [-2.89, 0.50, 0.18], [3.37, 2.37, -3.78], [-0.81, -3.70, -4.61], [0.29, -1.37, -4.77], [0.04, 4.03, -3.14], [1.46, -0.21, -6.61], [-0.69, -2.81, -2.32], [3.90, -1.47, 3.03], [1.31, 2.78, -0.23], [-4.58, -1.79, -5.19], [6.08, 3.72, -0.08], [3.66, 3.51, -0.38], [-2.35, 2.41, 1.68], [4.22, -0.42, -2.01], [1.80, 3.43, -1.82], [-4.84, -2.73, -1.57], [0.99, -5.00, 2.58], [-4.01, 0.38, -1.19], [2.48, 0.53, 3.79], [-2.77, -3.25, -6.03], [2.16, -3.40, 6.11], [6.65, -0.20, -1.70], [-4.46, -0.83, -2.95], [0.18, 3.57, 1.82], [-0.42, -4.19, 3.27], [-3.72, 2.04, -2.78], [-3.19, -3.35, 3.03], [-6.00, -4.26, -0.06], [0.27, -3.63, 1.71]]}

---

Record 3
{"formula": "C4H5LiMgO2", "method": "ωB97M-V with the def2-TZVPD basis set", "total_charge": 1, "relative_energy_kcal_mol": 22.7, "lumo_energy_ha": [-0.152, -0.152], "largest_force_ev_per_a": 4.7, "homo_ev": [-10.025, -11.224], "total_energy_ev": -13966.1259, "multiplicity": 2, "homo_lumo_gap_ev": [5.885, 7.083], "s2": 0.750, "species": ["Mg", "O", "O", "C", "C", "C", "C", "Li", "H", "H", "H", "H", "H"], "coordinates": [[-3.49, 2.23, -1.78], [-1.72, 1.55, -1.49], [0.73, -0.95, 2.22], [1.00, -0.53, -0.11], [0.29, 0.47, -0.92], [-1.06, 0.66, -0.83], [1.02, -0.16, 1.30], [0.20, -2.67, 2.48], [0.88, 1.18, -1.50], [0.58, -1.88, -0.36], [1.20, 0.90, 1.57], [-1.64, 0.01, -0.14], [2.01, -0.81, -0.45]]}

---

Record 4
{"formula": "C4H12N3", "method": "ωB97M-V with the def2-TZVPD basis set", "total_charge": 1, "relative_energy_kcal_mol": 36.4, "lumo_energy_ha": -0.149, "largest_force_ev_per_a": 1.0, "homo_ev": -13.474, "total_energy_ev": -8806.1563, "multiplicity": 1, "homo_lumo_gap_ev": 9.406, "species": ["N", "N", "N", "C", "C", "C", "C", "H", "H", "H", "H", "H", "H", "H", "H", "H", "H", "H", "H"], "coordinates": [[-0.92, 0.52, -1.85], [0.71, -1.08, -2.17], [-0.81, 0.55, 0.86], [1.40, -0.52, 1.41], [-1.49, 1.47, 1.41], [-0.11, -0.52, 1.60], [0.09, 0.06, -2.52], [-1.41, 1.20, -2.41], [1.83, 0.48, 1.39], [1.80, -1.06, 2.27], [0.51, 0.62, -3.35], [-0.71, 0.53, -0.20], [1.51, -1.38, -2.69], [-0.35, -0.46, 2.66], [-1.75, 2.35, 0.84], [1.70, -1.09, 0.54], [0.28, -1.62, -1.44], [-0.56, -1.44, 1.21], [-1.73, 1.41, 2.46]]}